a) 45
Properties=species:S:1:pos:R:3 method="wB97M-V/def2-TZVPD" spin_multiplicity=1 gap_ev=10.136 total_charge=0 homo_energy_ev=-10.500 lumo_ha=-0.013
O -2.94161 -1.68810 -0.39561
H -2.35782 -1.03713 -0.07280
H -2.56184 -2.52481 -0.13610
O 1.35455 2.85561 2.96670
H 0.49974 2.75234 2.54586
H 1.43239 3.76346 2.71341
O 1.47471 -2.53168 1.33740
H 1.39377 -1.66117 1.69121
H 2.11408 -2.56075 0.59421
O -0.19368 -3.41174 -1.14199
H -0.76389 -3.45958 -0.32944
H 0.32269 -2.69002 -0.86531
O 1.59437 0.13460 2.39249
H 2.55495 0.25707 2.15166
H 1.39961 1.07351 2.52769
O -0.56295 0.00738 0.10298
H -0.19774 0.80591 0.45421
H -0.01992 -0.32938 -0.59328
O 2.74436 -1.99415 -1.27502
H 3.43535 -2.23682 -1.91680
H 2.42285 -1.11441 -1.50533
O -1.51448 -0.15152 -2.68390
H -2.19024 0.18399 -2.14645
H -1.58184 0.16162 -3.60281
O 2.02124 2.14553 0.10752
H 3.04227 2.04955 -0.10475
H 1.62435 1.43164 -0.40082
O 0.21444 4.05205 0.64580
H 1.15470 4.00579 0.49632
H -0.14979 3.62750 -0.13585
O -3.25845 1.06002 -0.79696
H -2.90721 1.15653 0.02443
H -4.00465 0.50906 -0.78113
O -1.46615 2.15140 2.55322
H -1.70306 2.97799 2.16232
H -1.65383 2.32971 3.44239
O -0.04646 -2.24159 -3.71334
H -0.47292 -1.75778 -3.03441
H -0.21239 -3.07363 -3.35228
O 1.29117 0.42369 -1.96455
H 0.35556 0.58814 -2.08139
H 1.70343 0.88551 -2.67201
O -1.54918 -2.29206 2.28517
H -0.94896 -1.59283 2.10316
H -0.89154 -3.04047 2.40421

---

b) 45
Properties=species:S:1:pos:R:3 method="wB97M-V/def2-TZVPD" spin_multiplicity=1 gap_ev=9.688 total_charge=0 homo_energy_ev=-10.114 lumo_ha=-0.016
O 2.79365 -1.80582 -2.34294
H 3.71228 -1.84046 -1.91688
H 2.31093 -2.66744 -2.18765
O -2.37414 0.13923 -1.19262
H -2.24089 -0.80071 -0.86609
H -2.47118 0.12017 -2.11194
O -2.20481 -3.54277 -0.29868
H -1.96976 -4.51428 -0.39163
H -1.40307 -3.18859 -0.57410
O 0.58159 -2.45237 -0.38511
H 1.21839 -2.18900 -1.09044
H 0.20610 -1.51920 -0.20369
O 3.30938 -1.91088 1.03921
H 3.72365 -1.66522 1.74610
H 3.45542 -2.82388 0.87558
O 0.71897 3.73624 -3.27233
H -0.12629 3.55164 -2.98414
H 1.39369 3.19797 -3.41780
O -1.94815 -1.67866 1.39903
H -1.30196 -2.08735 2.02507
H -2.52652 -2.33960 0.98307
O 0.04356 1.98818 3.84819
H 0.19940 1.18181 3.45541
H -0.97292 2.11852 4.02306
O 1.30572 0.56898 0.59645
H 2.01244 1.27974 0.38905
H 0.52793 1.01025 0.79582
O 2.73800 0.90107 -2.92282
H 3.36032 1.32291 -3.53893
H 3.23758 0.14250 -2.55316
O -2.02657 0.54685 3.10906
H -2.80887 0.95889 3.33471
H -2.44133 -0.27883 3.03324
O -2.73037 3.67540 2.27427
H -3.25124 2.92601 2.14287
H -2.99822 4.04586 1.38485
O 0.20781 0.17563 -2.81718
H 0.93642 -0.08679 -2.29920
H 0.70765 0.56930 -3.64089
O 0.95686 -1.77885 2.15611
H 1.79015 -1.75322 1.70800
H 1.09880 -1.90663 3.07458
O -2.52708 3.17827 -0.83281
H -1.63700 3.26776 -0.66174
H -2.58633 2.22737 -0.89096

---

c) 45
Properties=species:S:1:pos:R:3 method="wB97M-V/def2-TZVPD" spin_multiplicity=1 gap_ev=8.427 total_charge=0 homo_energy_ev=-8.806 lumo_ha=-0.014
H -0.56312 0.29991 0.30105
H 0.94491 0.29058 0.49023
H -2.30107 -0.09565 -0.54512
H -3.72980 -0.45434 -0.17083
H 0.31206 -1.43909 -1.53828
H 0.67094 -2.88821 -1.82340
H -4.70078 1.15561 1.20451
H -4.69257 1.02521 -0.30974
H 1.15121 -4.51374 -1.32526
H 2.28602 -3.67545 -0.76000
H -0.48052 4.34263 4.22550
H -0.57057 3.50388 2.96120
H 2.96463 -3.18910 3.91209
H 3.16496 -1.83265 3.25638
H 3.88470 1.50860 0.23360
H 3.24594 2.48793 1.20465
H 2.47252 4.37895 0.62846
H 1.04120 4.41970 0.11887
H 3.19139 1.97725 -2.50355
H 2.82097 2.15413 -1.04014
H -2.05076 2.49265 -1.57921
H -1.45091 1.63438 -0.47758
H 2.78809 -1.87378 -3.66304
H 2.42617 -0.85850 -2.59147
H -1.33274 -1.62915 1.46878
H -1.11197 -3.05517 0.99150
H -3.13864 -3.97976 2.61654
H -3.29452 -2.50700 2.27489
H -2.19452 0.45482 -4.67416
H -1.40307 0.54459 -3.37971
O 0.17989 -0.29460 0.45427
O -3.21594 0.16291 -0.70369
O -0.05302 -2.33084 -1.51646
O -5.24474 1.31535 0.42505
O 2.00020 -4.12457 -1.56349
O 0.06578 3.88366 3.57750
O 3.20624 -2.27737 4.11049
O 3.04130 1.73151 0.64344
O 1.78111 3.81815 0.25906
O 2.73223 2.57491 -1.90274
O -1.55555 1.67848 -1.43471
O 2.84096 -1.71999 -2.71302
O -1.06672 -2.50191 1.77944
O -2.75698 -3.11327 2.79689
O -2.30492 0.51833 -3.71877

---

Verdict on stability: c) comes out at the bottom.

---

a) 25
Properties=species:S:1:pos:R:3 method="wB97M-V/def2-TZVPD" spin_multiplicity=1 gap_ev="7.823 / 7.113" total_charge=+1 homo_energy_ev="-12.256 / -11.075" lumo_ha="-0.163 / -0.146"
C -1.88978 2.56569 -0.88484
C -2.72509 1.62389 -1.44935
C -0.75332 2.10882 -0.23636
C -2.25067 0.26241 -1.58035
C -0.40684 0.85021 -0.38472
C -1.04715 -0.17515 -0.97114
C 0.61235 -1.98022 -0.89195
C 1.55747 -0.66946 0.92140
C 2.77254 -0.03404 1.37191
C 0.39921 -0.72185 1.90231
N -0.65642 -1.50944 -0.96439
N 1.63754 -1.40480 -0.23785
H -2.09941 3.70463 -0.76279
H -3.74857 1.74264 -1.85025
H -0.03764 2.81234 0.40678
H -2.84612 -0.47559 -2.18646
H 0.75813 -2.87555 -1.39225
H 2.47889 0.45631 2.31723
H 3.36412 0.58213 0.65464
H 3.55059 -0.85613 1.65691
H -0.45068 -1.45768 1.61514
H -0.13933 0.23873 2.02813
H 0.85641 -0.97957 2.84266
H -1.44967 -2.16551 -1.26310
H 2.51339 -1.64282 -0.66130

---

b) 25
Properties=species:S:1:pos:R:3 method="wB97M-V/def2-TZVPD" spin_multiplicity=1 gap_ev="6.949 / 6.651" total_charge=+1 homo_energy_ev="-11.690 / -11.681" lumo_ha="-0.174 / -0.185"
C -1.53101 2.96413 -2.25436
C -1.68007 1.78046 -2.16594
C -1.16679 -1.84573 -1.91843
C -1.37420 0.48099 -1.75805
C 0.34055 0.13106 -0.52368
C 0.38602 1.06883 0.55904
C 1.07701 0.84633 1.69932
C 0.30672 -2.10633 -1.54516
C 1.32970 1.93742 2.70797
C -0.25166 -1.82877 0.90280
N -1.64590 -0.68666 -2.12738
N 0.58130 -1.28740 -0.26287
H -1.58718 3.96993 -2.22411
H -1.91183 -2.76367 -1.98610
H 0.04908 2.08928 0.17969
H 1.42490 -0.10892 1.86092
H 0.56883 -3.14169 -1.52060
H 0.85187 -1.57079 -2.27956
H 0.58947 2.73399 2.80765
H 2.04189 2.71126 2.41995
H 1.57532 1.60693 3.76965
H -0.72669 -2.83919 0.73882
H 0.24647 -1.80805 1.86332
H -0.98592 -1.01916 1.01381
H 1.49213 -1.31423 0.04332

---

c) 25
Properties=species:S:1:pos:R:3 method="wB97M-V/def2-TZVPD" spin_multiplicity=1 smiles="CC1=N[C@@](C)([NH3+])c2ccccc21" gap_ev=9.528 total_charge=+1 homo_energy_ev=-13.000 lumo_ha=-0.128
C -1.19503 0.65699 -2.68391
C -1.55587 -0.62809 -2.30590
C -0.49489 1.39378 -1.73270
C -1.14893 -1.29378 -1.14511
C -0.04153 0.74662 -0.57323
C -0.38178 -0.55356 -0.26110
C 0.62177 1.37165 0.54505
C 0.35244 -0.86142 1.09681
C 1.14387 2.72547 0.46317
C 1.40407 -1.87136 1.07084
N 0.93239 0.63719 1.53908
N -0.67098 -1.10296 2.15466
H -1.38405 1.00899 -3.72706
H -2.27099 -1.27892 -2.91212
H -0.17018 2.40566 -1.81623
H -1.32078 -2.39851 -1.15549
H 1.63902 2.82183 -0.55640
H 1.61083 2.97182 1.39151
H 0.30481 3.35433 0.28926
H 2.22108 -1.71369 0.34458
H 1.14733 -2.91628 0.75994
H 1.87811 -2.17775 2.04858
H -0.54536 -1.98573 2.49058
H -1.60380 -0.95281 1.71265
H -0.47154 -0.35946 2.96255

---

Verdict on stability: b) comes out at the bottom.